# 1
# C18H29N6O6Ti

A molecular structure, C18H29N6O6Ti (ωB97M-V/def2-TZVPD, OMol25).

Structure (XYZ):
```
60
Properties=species:S:1:pos:R:3:forces:R:3:mulliken_spin:R:1
Ti 0.203100 -0.035128 -1.042488 -0.013 0.011 -0.247 0.993
N -0.192845 3.657146 0.364450 0.012 0.012 0.056 0.005
C 0.062747 2.484643 1.208594 -0.075 0.017 -0.086 0.036
C 1.471374 1.955595 0.979588 -0.027 -0.130 0.116 -0.063
O 2.406116 2.414059 1.651158 0.029 0.065 -0.038 0.001
N 1.584197 1.015204 0.029120 0.380 0.114 0.181 -0.012
C 2.944748 0.550943 -0.188061 -0.040 -0.055 0.001 0.010
C 2.972366 -0.684593 -1.082541 -0.028 0.010 0.034 0.008
O 4.033579 -1.243311 -1.323476 0.046 -0.025 -0.037 0.000
O 1.813993 -1.073837 -1.532429 0.296 -0.104 -0.009 -0.003
H -0.407004 4.475709 0.914129 -0.075 -0.047 -0.019 -0.001
H -0.954193 3.475021 -0.279641 0.040 0.034 -0.045 0.006
H -0.670018 1.700260 0.987140 0.018 0.023 0.041 -0.011
H -0.026812 2.727937 2.270336 0.053 0.008 0.001 0.004
H 3.439006 0.300092 0.756486 0.002 0.001 -0.009 -0.002
H 3.574376 1.317903 -0.652519 -0.002 0.018 -0.004 -0.004
N -1.816954 -2.362144 -3.075399 -0.073 0.009 0.020 0.002
C -2.853459 -2.220039 -2.043052 -0.016 -0.029 0.054 -0.001
C -2.565315 -3.073981 -0.814909 0.065 0.032 -0.075 0.003
C -1.533133 -2.503378 0.161682 -0.127 0.062 -0.262 0.003
O -1.458987 -2.960465 1.295158 0.080 -0.025 0.086 0.006
O -0.802193 -1.544261 -0.301280 -0.189 -0.203 0.463 -0.006
H -1.748743 -1.469735 -3.558066 -0.004 0.035 0.010 -0.002
H -0.916934 -2.455626 -2.618627 0.075 0.006 0.047 -0.001
H -3.808421 -2.543797 -2.472405 -0.003 0.002 0.015 0.000
H -2.980274 -1.176011 -1.736600 0.012 -0.075 -0.053 0.001
H -2.205722 -4.061066 -1.126338 0.008 -0.003 0.013 0.000
H -3.474817 -3.245816 -0.236649 -0.002 0.002 0.009 0.000
C 1.610424 0.171217 4.137297 0.042 0.012 -0.036 0.001
C 1.490846 -0.888896 5.267831 0.013 0.003 0.017 0.000
N 0.673676 -2.021353 4.824699 -0.014 -0.013 -0.011 0.000
C -0.648311 -1.522745 4.421556 0.022 0.000 0.005 0.000
C -0.501499 -0.486077 3.276877 0.052 -0.010 0.005 0.000
N 0.910912 -0.301908 2.951833 -0.044 0.063 0.020 -0.005
C 1.502315 -1.571033 2.524530 -0.042 -0.039 0.089 0.002
C 1.309359 -2.629530 3.646763 0.009 -0.007 -0.050 0.000
H 2.648940 0.369091 3.863334 -0.003 -0.005 0.010 0.000
H 1.172611 1.128492 4.432219 -0.009 -0.006 0.005 0.000
H 1.026331 -0.467274 6.165177 0.003 0.003 0.003 0.000
H 2.472663 -1.277082 5.556683 -0.003 0.005 -0.002 0.000
H -1.129624 -1.088252 5.304262 0.005 -0.004 -0.001 0.000
H -1.243686 -2.373981 4.088388 -0.014 -0.017 -0.002 0.000
H -0.911196 0.487304 3.563284 0.008 0.001 -0.008 0.000
H -1.016548 -0.829909 2.383831 -0.039 -0.040 -0.069 0.004
H 2.561546 -1.395570 2.321924 -0.014 0.026 -0.015 0.000
H 1.032395 -1.903187 1.598631 -0.059 0.091 0.016 0.003
H 2.264554 -3.061442 3.961166 -0.003 -0.007 0.001 0.000
H 0.663668 -3.437919 3.299169 0.002 -0.008 0.006 0.000
O -0.405221 0.778761 -2.533704 0.309 0.394 -0.409 0.013
N -1.952420 0.916143 -2.614819 -0.242 0.308 0.300 -0.002
C -2.335032 1.336418 -1.288348 -0.467 -0.579 -0.532 0.033
C -3.127164 2.424249 -1.034035 0.450 0.179 0.213 0.017
C -3.490021 3.336026 -2.028854 0.038 0.083 0.049 0.001
C -2.961490 3.042290 -3.309766 -0.036 0.281 -0.100 -0.001
C -2.236582 1.932408 -3.579859 0.053 -0.457 0.124 0.004
H -2.151713 0.560392 -0.545660 -0.333 0.045 0.154 -0.041
H -3.427531 2.582990 -0.000365 -0.020 -0.016 -0.018 0.001
H -4.039834 4.242381 -1.816342 -0.044 -0.048 -0.029 0.000
H -3.163155 3.707515 -4.147069 -0.005 0.000 0.025 0.000
H -1.885440 1.694084 -4.575487 -0.057 -0.004 -0.021 0.000
```
Positions in Å, forces in eV/Å.

HOMO energy (spin up / spin down) in eV: 0.059 / 0.039
Orbital gap (spin up / spin down) in eV: 4.78 / 4.80
<S²>: 0.753
Spin multiplicity: 2
Relative energy (zero: lowest compared OMol25 entry of this formula, charge and spin) in kcal per mole: 37.8
Total charge: -2

***

# 2
# C5H8O2

A molecular structure, C5H8O2 (ωB97M-V/def2-TZVPD, OMol25).

Structure (XYZ):
```
15
Properties=species:S:1:pos:R:3:forces:R:3:lowdin_charge:R:1
C -0.466724 1.531117 -0.178228 0.100 0.056 0.005 -0.024
C -0.306557 0.103600 0.283746 -0.195 -0.013 -0.252 -0.505
C -0.410109 -0.924910 -0.675232 -0.251 -0.083 0.011 0.105
C -1.273107 -0.436055 1.134861 -0.118 -0.071 0.131 0.075
O 1.488860 0.076125 0.763476 -0.083 0.073 -0.129 -0.010
C 2.113973 -0.512500 -0.175692 -0.029 0.004 -0.022 -0.412
O 1.618640 -0.905722 -1.250766 0.158 0.095 0.157 -0.029
H 0.287717 1.789722 -0.922629 -0.025 -0.058 0.108 0.092
H -0.394093 2.224619 0.661671 0.061 -0.129 -0.067 0.093
H -1.457183 1.648140 -0.632534 0.152 -0.017 0.078 0.096
H -0.783418 -0.693499 -1.667132 0.015 -0.017 0.122 0.120
H -0.329454 -1.967723 -0.406901 0.045 0.138 0.069 0.110
H -2.050234 0.205739 1.549986 0.187 -0.102 -0.099 0.080
H -1.231473 -1.451078 1.509544 0.124 0.119 -0.116 0.073
H 3.193160 -0.687570 0.005837 -0.140 0.004 0.005 0.136
```
Positions in Å, forces in eV/Å.

HOMO energy in eV: -8.259
Orbital gap in eV: 8.96
Relative energy (zero: lowest compared OMol25 entry of this formula, charge and spin) in kcal per mole: 81.0

***

# 3
# C26H29ClN4O4S

2 unconnected molecules or ions with the total composition C26H29ClN4O4S at a distorted geometry (ωB97M-V/def2-TZVPD, OMol25).

Structure (XYZ):
```
65
Properties=species:S:1:pos:R:3:forces:R:3:lowdin_charge:R:1
O -3.309497 -1.412820 1.190988 -0.357 -0.677 -0.048 0.071
O 0.224094 3.486841 -4.917844 -0.189 0.056 0.059 0.035
O 4.087110 4.634868 -4.197622 -0.069 -0.277 0.487 0.059
Cl -6.955878 -7.008452 -1.066526 0.189 0.352 0.271 0.663
N -4.776473 -2.397032 4.801561 -0.337 -0.787 -1.071 0.117
O -3.769030 -0.637969 5.811420 -0.011 -0.081 -0.296 0.094
S -6.081855 -4.526416 3.802264 0.413 0.498 -0.323 1.119
C -3.742075 -1.729476 2.294070 1.570 2.242 -0.906 -0.348
C 1.347945 3.115122 -4.616993 -0.720 -0.133 -1.790 -0.539
C 4.149021 4.034766 -3.130569 -0.585 0.372 -1.645 -0.450
C -5.048223 -3.107337 3.732684 0.434 0.921 0.924 -0.519
C -3.971182 -1.296205 4.653713 -0.065 -0.449 -0.490 -0.340
C -3.410684 -0.913017 3.461045 -0.750 -0.375 0.999 -0.072
C 1.724421 -0.423164 3.718233 -0.290 0.049 -0.036 -0.099
C 1.246719 0.586436 2.878773 -0.361 -0.267 0.254 -0.093
C 0.823625 -1.207621 4.442753 -0.223 0.394 -0.285 -0.082
C -5.415093 -4.779213 -0.667953 -0.036 0.057 0.498 -0.084
C -6.476738 -5.721710 1.290301 0.015 -0.043 -0.176 -0.106
C -4.827579 -3.775531 0.119464 -0.155 -0.225 -0.060 0.026
C -0.130487 0.805678 2.759755 0.258 -0.415 0.321 -0.038
C -0.552444 -0.981510 4.328976 0.301 0.332 -0.320 -0.027
C -6.237152 -5.754349 -0.086577 0.315 0.553 0.528 -0.653
C -5.891997 -4.720408 2.070599 -0.083 -0.252 -0.477 -0.454
C -5.067120 -3.744295 1.503854 0.043 -0.258 -1.115 -0.185
C -1.049126 0.023002 3.477843 0.641 -0.038 -0.005 -0.197
N -4.577140 -2.827498 2.456087 -0.978 -0.909 1.679 0.088
N 5.171600 4.200576 -2.278291 0.431 0.047 0.766 0.016
N 1.738781 3.218890 -3.342717 1.626 0.150 1.682 0.117
C 2.216686 2.476564 -5.685310 0.128 0.314 0.297 0.010
C -2.531572 0.323557 3.363129 -0.200 -0.496 -0.284 -0.080
C 6.306211 5.101844 -2.495180 -0.201 -0.184 -0.140 -0.050
C 3.101461 -0.888495 -2.595431 -0.243 0.284 -0.230 -0.079
C 2.301865 0.603734 -0.788116 -0.338 0.154 -0.513 -0.081
C 2.544367 0.501644 -2.295713 0.523 -0.037 0.372 -0.427
C 3.544615 1.567029 -2.782910 -0.266 0.056 -0.227 -0.132
C 3.056919 3.030316 -2.702364 -0.473 -0.411 0.109 -0.202
H -4.283852 -1.128948 6.470711 0.092 0.145 0.020 0.121
H 2.792224 -0.597286 3.810251 -0.117 0.022 -0.021 0.097
H 1.944357 1.198778 2.316270 -0.080 -0.052 0.039 0.090
H 1.190573 -1.988910 5.101497 -0.055 0.087 -0.074 0.099
H -5.231739 -4.806075 -1.738102 -0.003 0.048 0.200 0.109
H -7.113299 -6.473712 1.746452 0.087 0.104 -0.058 0.110
H -4.192861 -3.033589 -0.355871 -0.119 -0.086 0.271 0.112
H -0.487723 1.593074 2.103075 -0.044 -0.092 0.034 0.109
H -1.229755 -1.590948 4.917800 -0.039 0.067 -0.110 0.106
H 5.163519 3.660362 -1.427986 0.041 0.084 -0.023 0.132
H 1.018292 3.616660 -2.761989 0.024 0.132 -0.023 0.149
H 2.261234 1.403243 -5.520923 0.076 -0.160 0.007 0.076
H 3.214295 2.902318 -5.679196 0.202 -0.075 0.070 0.066
H 1.764631 2.669509 -6.656660 -0.102 -0.012 0.186 0.087
H -2.793882 1.030643 4.156305 -0.142 -0.204 0.011 0.127
H -2.735303 0.830676 2.414091 0.101 -0.166 0.080 0.121
H 6.086824 5.809056 -3.299265 -0.159 -0.281 0.144 0.086
H 7.192023 4.526662 -2.770288 0.025 0.084 -0.008 0.082
H 6.514229 5.666397 -1.584893 -0.051 -0.089 -0.032 0.081
H 4.054540 -1.030275 -2.086265 0.075 -0.110 -0.006 0.082
H 2.395463 -1.645865 -2.254602 0.094 -0.097 -0.003 0.080
H 3.243381 -1.005428 -3.669503 0.124 -0.160 -0.039 0.076
H 1.826306 1.553113 -0.548656 -0.023 0.080 0.249 0.067
H 1.632088 -0.196405 -0.470860 0.033 0.053 0.142 0.083
H 3.243311 0.515571 -0.247205 0.066 0.004 0.118 0.083
H 1.594971 0.605914 -2.820381 -0.052 0.160 -0.056 0.132
H 3.820322 1.347532 -3.812945 0.078 -0.012 -0.119 0.107
H 4.456801 1.472023 -2.193103 0.150 -0.014 0.070 0.117
H 2.894928 3.237565 -1.645153 -0.245 0.025 0.120 0.136
```
Positions in Å, forces in eV/Å.

HOMO energy in eV: -8.593
Orbital gap in eV: 8.81
SMILES: O=c1c(Cc2ccccc2)c(O)nc2sc3cc(Cl)ccc3n12.CNC(=O)[C@H](CC(C)C)NC(C)=O

***

# 4
# C2H5NO2

A single C2H5NO2 molecule at a distorted geometry (ωB97M-V/def2-TZVPD, OMol25).

Structure (XYZ):
```
10
Properties=species:S:1:pos:R:3:forces:R:3:lowdin_charge:R:1
O 0.241068 0.107850 -1.664032 0.296 -0.235 -0.473 0.030
C 1.048728 0.320175 -0.790944 -0.431 0.181 1.155 -0.330
N 0.725323 0.386465 0.543267 0.009 -0.103 -0.149 0.031
C -0.431640 -0.214305 1.209225 -0.180 0.414 0.175 -0.269
O -1.438691 -0.636840 0.349913 -0.061 0.021 -0.039 -0.032
H 2.129531 0.476579 -0.931321 -0.064 0.234 -0.425 0.130
H 1.262916 1.003618 1.130052 0.351 -0.276 -0.087 0.125
H -0.797061 0.536970 1.924520 -0.041 -0.035 -0.040 0.118
H -0.113988 -1.083294 1.789553 0.050 -0.073 -0.081 0.121
H -1.398016 -0.112153 -0.461660 0.072 -0.126 -0.037 0.076
```
Positions in Å, forces in eV/Å.

HOMO energy in eV: -9.735
Orbital gap in eV: 10.44
Relative energy (zero: lowest compared OMol25 entry of this formula, charge and spin) in kcal per mole: 24.4
SMILES: O=CNCO

***

# 5
# C3H7N2O2

A molecular structure, C3H7N2O2 at a distorted geometry (ωB97M-V/def2-TZVPD, OMol25).

Structure (XYZ):
```
14
Properties=species:S:1:pos:R:3:forces:R:3:lowdin_charge:R:1
O -1.646044 0.350687 1.143896 0.728 -0.181 -0.021 -0.079
C -0.515925 0.339709 0.600819 -3.573 0.007 -1.277 -0.562
N -0.395997 -0.041775 -0.727765 0.464 0.259 2.531 0.062
C -1.259513 -1.449339 -1.554741 -0.707 0.245 1.582 -0.441
O -0.449845 -2.250293 -1.999140 2.515 -1.475 -1.731 -0.194
C 0.585912 0.987408 1.398646 0.488 -0.645 1.304 -0.267
N 1.823295 0.817777 0.711265 2.425 1.357 -1.182 -0.066
H 0.559919 -0.266409 -0.938253 0.339 0.062 -0.596 0.023
H -1.792750 -0.793476 -2.209653 -0.854 0.626 -0.617 0.057
H -1.788525 -1.877742 -0.710475 -1.023 0.783 0.790 0.071
H 0.660835 0.576958 2.494312 -0.397 0.368 -2.000 0.131
H 0.376852 2.058745 1.545635 -0.153 -0.375 -0.252 0.108
H 1.826025 -0.080155 0.206292 0.241 0.965 0.325 0.059
H 2.015761 1.627904 0.039162 -0.494 -1.998 1.142 0.097
```
Positions in Å, forces in eV/Å.

HOMO energy in eV: -3.704
Orbital gap in eV: 7.84
Relative energy (zero: lowest compared OMol25 entry of this formula, charge and spin) in kcal per mole: 55.5
Total charge: -1

***

# 6
# C8H19MgO6S2

A molecular structure, C8H19MgO6S2 at a distorted geometry (ωB97M-V/def2-TZVPD, OMol25).

Structure (XYZ):
```
36
Properties=species:S:1:pos:R:3:forces:R:3:mulliken_spin:R:1
Mg 1.294039 1.795934 -0.244045 0.413 -0.554 -0.192 0.711
O 0.551175 0.195274 -0.876054 -0.615 -1.262 -0.662 -0.074
H 0.048188 -0.222383 -1.602068 0.715 0.687 0.695 0.026
C -0.794612 -3.308345 -0.141709 0.526 -0.768 -0.631 0.002
C 0.561754 -3.028287 -0.807606 -1.043 0.228 0.091 0.015
C 1.618223 -2.539690 0.129093 0.800 1.808 0.686 -0.001
O 2.600639 -3.496377 0.089568 1.999 -3.473 -0.775 -0.004
C 2.334085 -4.473056 -0.864918 1.269 -0.580 0.395 0.001
O 3.062802 -5.377799 -1.221419 -1.117 1.888 1.040 0.000
O 1.109876 -4.268980 -1.339526 -0.718 0.579 -0.053 -0.002
H -1.285408 -3.957946 -0.866439 -0.701 0.334 0.054 0.000
H -1.360004 -2.416407 0.128282 0.086 0.063 -0.462 -0.003
H -0.724246 -3.916560 0.760081 0.460 0.025 0.108 0.000
H 0.460481 -2.330699 -1.638996 -0.153 -0.199 -0.008 0.005
H 1.316697 -2.383070 1.164774 -0.466 -0.369 0.046 0.007
H 2.158464 -1.627638 -0.124674 -0.829 0.369 -0.519 0.012
C -2.256067 2.116323 -1.494188 -0.525 -1.833 1.324 0.029
S -1.231527 3.588750 -1.235283 -1.035 -1.636 -0.823 0.045
O 0.150029 2.965735 -1.284701 -0.851 1.957 -1.180 0.305
C -1.614175 4.218237 -2.942015 1.100 0.507 0.834 0.003
H -3.242071 1.968878 -1.053560 -0.742 1.622 -0.444 -0.002
H -1.894594 1.343055 -0.816324 1.423 0.064 -0.119 -0.004
H -2.249932 1.651331 -2.480005 0.278 0.612 -0.168 -0.002
H -2.651234 4.185374 -3.275995 0.031 -0.479 0.461 0.000
H -0.932117 3.609382 -3.535483 -0.182 0.209 -0.326 0.000
H -1.323450 5.268384 -2.914344 0.268 -0.077 -0.330 0.001
C 1.031345 2.101426 3.534565 -0.395 0.071 -0.269 0.039
S -0.371028 1.480651 2.529589 -0.057 1.565 1.156 -0.033
O -0.180193 1.990181 1.108312 -0.070 -0.339 1.559 -0.110
C -0.023511 -0.239187 2.581516 -0.119 -0.067 -1.243 0.009
H 0.896902 1.916748 4.600365 -0.377 -0.366 -0.058 0.004
H 1.004556 3.184970 3.419167 0.324 -0.089 -0.259 -0.002
H 1.957423 1.632427 3.202141 -0.008 0.316 -0.173 0.002
H -0.697354 -0.513291 1.769791 0.075 -0.765 -0.043 0.005
H -0.321015 -0.718882 3.513973 0.216 0.237 0.001 0.004
H 0.995862 -0.394459 2.228135 0.016 -0.282 0.287 0.012
```
Positions in Å, forces in eV/Å.

HOMO energy (spin up / spin down) in eV: -4.325 / -8.851
Orbital gap (spin up / spin down) in eV: 4.44 / 8.92
<S²>: 0.750
Spin multiplicity: 2

***

# 7
# CH2O2S

A single CH2O2S molecule at a distorted geometry (ωB97M-V/def2-TZVPD, OMol25).

Structure (XYZ):
```
6
Properties=species:S:1:pos:R:3:forces:R:3:lowdin_charge:R:1
C -0.510693 0.134483 -0.009960 -0.325 1.654 0.246 -0.897
H -0.772311 -1.784142 0.230495 -0.563 1.096 -0.431 0.120
H 1.623865 1.164823 0.219558 -0.498 -0.961 -0.201 -0.083
O -1.287585 -0.970163 -0.014714 1.002 -0.802 0.361 0.036
O -0.981875 1.246854 0.000754 0.433 -1.522 -0.135 0.032
S 1.273018 -0.150069 -0.017413 -0.049 0.534 0.159 0.791
```
Positions in Å, forces in eV/Å.

HOMO energy in eV: -10.460
Orbital gap in eV: 10.76
Relative energy (zero: lowest compared OMol25 entry of this formula, charge and spin) in kcal per mole: 6.4
SMILES: O=C(O)S

***

# 8
# C3H4FI

A single C3H4FI molecule at a distorted geometry (ωB97M-V/def2-TZVPD, OMol25).

Structure (XYZ):
```
9
Properties=species:S:1:pos:R:3:forces:R:3:lowdin_charge:R:1
C -0.262905 -1.415352 0.083887 -0.130 6.375 -0.927 -0.213
C -0.463633 0.032420 -0.049702 -0.619 -4.512 0.920 -0.768
C 0.685790 1.062310 -0.001803 -0.039 -1.776 0.176 -0.165
F -1.281668 -2.302989 0.155171 1.352 0.706 -0.242 -0.034
I -2.450632 0.674492 -0.116805 0.130 0.073 0.014 0.831
H 0.808677 -1.663183 -0.059800 -1.040 -1.068 0.452 0.115
H 0.504316 2.169428 0.133527 -0.260 -1.647 0.074 0.089
H 1.185817 0.877128 -0.955085 0.409 0.529 0.107 0.066
H 1.274240 0.565743 0.810607 0.197 1.321 -0.574 0.080
```
Positions in Å, forces in eV/Å.

HOMO energy in eV: -8.657
Orbital gap in eV: 9.32
Relative energy (zero: lowest compared OMol25 entry of this formula, charge and spin) in kcal per mole: 18.7
SMILES: C/C(I)=C/F